This record from the OMol25 dataset describes a molecular structure, C29H30As2BeN3O12Se at a distorted geometry. The level of theory is wB97M-V/def2-TZVPD.

Energy above the lowest of the compared OMol25 structures with the same formula, charge and spin, kJ/mol: 57.3
E_tot, eV: -247021.385
E_LUMO, eV: -3.60

The geometry in ORCA input format:
```
! RIJCOSX wB97M-V def2-TZVPD def2/J DEFGRID3
* xyz 1 1
Be 0.654 -0.804 -1.371
O 2.299 -2.152 -5.011
C 1.735 -1.779 -3.889
O 2.055 -0.802 -3.237
C 0.617 -2.630 -3.405
C 0.127 -3.802 -3.954
C -0.884 -4.468 -3.267
C -1.380 -3.957 -2.073
C -0.855 -2.756 -1.615
N 0.110 -2.136 -2.278
C -1.146 -2.029 -0.311
O -1.770 -2.535 0.585
O -0.511 -0.900 -0.272
H 3.015 -1.551 -5.285
H 0.527 -4.173 -4.885
H -1.264 -5.396 -3.665
H -2.151 -4.463 -1.511
C -1.919 -0.040 -3.700
O -2.323 1.311 -3.669
C -2.240 2.029 -2.549
O -2.822 3.084 -2.473
C -1.353 1.676 -1.401
C -1.939 1.458 -0.214
As -1.081 1.851 1.498
C -1.489 3.811 1.442
C 0.780 2.277 0.967
C 1.425 1.981 -0.162
As 0.518 1.472 -1.827
C 0.702 3.037 -3.011
C 2.880 2.091 -0.491
O 3.148 2.329 -1.651
O 3.876 2.007 0.381
C 3.918 1.227 1.563
C 1.378 2.809 2.221
O 1.138 2.200 3.249
O 2.066 3.932 2.261
C 2.287 4.757 1.128
C -3.231 0.707 -0.264
O -3.226 -0.313 -0.923
O -4.321 1.033 0.400
C -4.433 2.282 1.046
H -2.494 -0.501 -4.502
H -2.162 -0.529 -2.753
H -0.850 -0.115 -3.936
H -2.498 4.058 1.761
H -1.345 4.171 0.421
H -0.800 4.322 2.113
H 0.525 3.938 -2.418
H -0.062 2.968 -3.789
H 1.689 3.081 -3.466
H 4.745 1.628 2.142
H 4.135 0.190 1.299
H 3.013 1.256 2.164
H 3.294 4.589 0.744
H 2.199 5.782 1.485
H 1.559 4.588 0.331
H -5.497 2.422 1.234
H -4.070 3.090 0.403
H -3.892 2.266 2.002
C 1.708 -4.346 1.482
N 1.204 -3.076 1.924
C 1.471 -1.879 1.383
Se 2.455 -1.529 -0.178
N 0.889 -0.929 2.123
C 0.171 -1.509 3.135
C -0.614 -0.947 4.129
C -1.185 -1.830 5.023
C -0.995 -3.211 4.911
C -0.218 -3.771 3.914
C 0.375 -2.892 3.017
H 2.410 -4.176 0.666
H 0.890 -4.984 1.142
H 2.237 -4.837 2.300
H 0.889 0.066 1.950
H -0.745 0.126 4.174
H -1.793 -1.451 5.830
H -1.459 -3.863 5.635
H -0.096 -4.840 3.831
*
```